# 1
The following is a DFT calculation (the ωB97M-V functional and the def2-TZVPD basis) of C7H14NO as an isolated structure in a non-equilibrium geometry.

```
23
Properties=species:S:1:pos:R:3:nbo_charge:R:1
C 1.97355 0.28473 2.52114 -0.12
C 1.38710 -0.50636 1.82247 -0.15
C -1.29841 1.50354 -1.43173 -0.61
C -2.34366 -0.09625 0.12226 -0.61
C 0.90508 -1.46207 0.89411 0.05
C -0.99993 0.58219 -0.19567 -0.31
C 0.07719 -0.37299 -0.59292 0.02
N 1.40717 0.23284 -0.98641 -0.76
O 1.96333 -2.17068 0.31949 -0.72
H 2.43629 1.05069 3.06761 0.26
H -1.56324 0.95469 -2.35056 0.23
H -2.12211 2.24316 -0.99736 0.25
H -0.41075 2.15030 -1.54087 0.19
H -2.34881 -1.10529 -0.39822 0.22
H -3.18061 0.70838 -0.08557 0.25
H -2.34197 -0.33264 1.23022 0.23
H 0.06915 -1.98153 1.34757 0.22
H -0.73394 1.22516 0.59802 0.23
H -0.24844 -1.09972 -1.34842 0.23
H 2.00167 -0.58141 -1.19999 0.47
H 1.66869 0.49300 0.01357 0.47
H 1.32662 0.99608 -1.74630 0.46
H 2.37603 -2.71583 0.93758 0.51
```

Summary:
Charge   +1
Highest occupied orbital energy   -0.510 hartree
HOMO-LUMO gap   10.9 eV



# 2
The following is a DFT calculation (the ωB97M-V functional and the def2-TZVPD basis) of an isolated ion of composition C7H14NO4 and charge +1 in a non-equilibrium geometry.

```
26
Properties=species:S:1:pos:R:3:nbo_charge:R:1
C 0.56595 2.14827 0.89731 -0.42
C -0.13185 2.01368 -0.55928 -0.44
C -0.40919 -0.02878 0.77773 -0.07
C 0.86487 0.64128 1.20291 0.08
C -0.35788 -0.17697 -1.84129 0.14
C 0.33741 -2.26605 -0.05590 0.20
C -0.76059 0.60271 -0.62568 0.16
N -0.38382 -1.52088 0.92011 -0.58
O 1.21429 0.33119 2.51199 -0.74
O 0.68033 0.22559 -2.51831 -0.63
O -0.34121 -3.41145 -0.43082 -0.71
O -2.24525 0.65723 -0.61545 -0.69
H 1.37635 2.89223 0.77463 0.24
H -0.12816 2.62800 1.47356 0.21
H -0.81396 2.86650 -0.71298 0.26
H 0.61954 2.20628 -1.39533 0.25
H -0.99987 0.37107 1.60818 0.25
H 1.55941 0.48054 0.48121 0.17
H -1.04892 -0.91682 -2.24184 0.18
H 1.35444 -2.49763 0.07430 0.18
H 0.02526 -1.68098 1.88221 0.47
H -1.40185 -1.96943 0.79391 0.48
H 1.81305 0.86982 2.99222 0.51
H 0.88974 -0.35027 -3.31536 0.52
H 0.18827 -4.18158 -0.73290 0.52
H -2.46636 0.06644 -1.34513 0.47
```

Summary:
Charge   +1
Highest occupied orbital energy (spin up / spin down)   -0.457 / -0.408 hartree
HOMO-LUMO gap (spin up / spin down)   9.5 / 7.2 eV



# 3
The following is a DFT calculation (the ωB97M-V functional and the def2-TZVPD basis) of one molecule with the formula C7H14NOP in a non-equilibrium geometry.

```
24
Properties=species:S:1:pos:R:3:nbo_charge:R:1
C 0.67198 1.97313 1.90247 -0.59
C 0.93642 0.53140 1.32590 -0.79
P 0.60259 0.23977 -0.42397 1.85
O 1.12533 1.28797 -1.36200 -1.07
C 1.35373 -1.42648 -0.79324 -0.76
C 0.78829 -2.67246 -0.02338 -0.60
C -1.57923 -0.01104 -0.78010 -0.53
C -1.74020 1.07845 -1.82877 -0.64
C -2.19505 0.11576 0.43189 0.24
N -2.70074 0.32636 1.43283 -0.33
H 1.09603 2.02112 2.86184 0.22
H 1.01122 2.68562 1.15232 0.23
H -0.40327 2.14127 1.90557 0.22
H 0.45843 -0.17827 1.87354 0.23
H 1.97077 0.42216 1.43084 0.24
H 1.10393 -1.50891 -1.85058 0.24
H 2.48120 -1.31142 -0.53643 0.25
H 0.63834 -2.27570 1.06440 0.20
H -0.16727 -2.92877 -0.40562 0.21
H 1.41252 -3.52006 -0.07735 0.22
H -1.56846 -1.11589 -1.09584 0.26
H -1.81913 0.74162 -2.89984 0.23
H -0.86041 1.78259 -1.74346 0.26
H -2.61703 1.60178 -1.56102 0.22
```

Summary:
SMILES   CCP(=O)(CC)[C@H](C)C#N
Charge   0
Highest occupied orbital energy   -0.351 hartree
HOMO-LUMO gap   10.1 eV



# 4
The following is a DFT calculation (the ωB97M-V functional and the def2-TZVPD basis) of a 2-piece molecular cluster, C7H14NS overall in a non-equilibrium geometry.

```
23
Properties=species:S:1:pos:R:3:nbo_charge:R:1
C 3.94725 0.17386 0.74468 -0.43
C 2.76786 1.04777 0.33872 -0.54
C -0.86588 0.11726 -0.92487 0.13
C 3.94445 -1.13299 -0.06332 -0.60
C 1.71391 0.14516 -0.11075 -0.34
C -4.47344 -0.64703 0.13708 -0.63
C -3.13757 0.16456 0.14915 -0.23
N -2.01072 -0.50149 -0.57614 -0.44
S 2.22388 -1.29687 -0.44048 0.55
H 4.95552 0.60875 0.57251 0.25
H 3.77531 0.06334 1.88815 0.23
H 2.40255 1.65450 1.25896 0.26
H 3.01039 1.63368 -0.56197 0.26
H -0.91299 1.07461 -0.41990 0.22
H -0.11906 -0.35852 -1.45652 0.24
H 4.48992 -1.21332 -0.92205 0.24
H 4.20268 -1.96316 0.62796 0.25
H -5.36513 -0.01697 0.26284 0.26
H -4.39715 -1.25966 -0.76151 0.21
H -4.68757 -1.33493 0.91087 0.24
H -2.82753 0.43686 1.11043 0.23
H -3.15114 1.14820 -0.30986 0.22
H -2.16629 -1.37045 -1.01516 0.41
```

Summary:
Charge   +1
Highest occupied orbital energy (spin up / spin down)   -0.447 / -0.447 hartree
HOMO-LUMO gap (spin up / spin down)   7.9 / 7.9 eV



# 5
The following is a DFT calculation (the ωB97M-V functional and the def2-TZVPD basis) of a 2-piece molecular cluster, C7H14O overall in a non-equilibrium geometry.

```
22
Properties=species:S:1:pos:R:3:nbo_charge:R:1
C 0.89035 1.00758 2.93488 -0.42
C 0.89982 0.78447 1.63144 0.05
C 1.17451 1.95971 0.66343 -0.65
C 1.12248 -0.49043 0.89546 -0.48
C 0.05691 -0.71273 -0.17741 -0.17
C -1.18670 -1.09350 0.11646 -0.18
C -2.08851 -1.68054 -0.90021 -0.66
H 0.89258 2.04583 3.27518 0.19
H 0.53196 0.38434 3.74730 0.20
H 1.64986 2.76786 1.23933 0.22
H 1.84110 1.67755 -0.14844 0.20
H 0.22865 2.37993 0.32914 0.23
H 0.97782 -1.32868 1.60087 0.22
H 2.15120 -0.51849 0.53711 0.22
H 0.47743 -0.74671 -1.16682 0.17
H -1.41302 -1.05140 1.17182 0.20
H -1.63627 -1.82811 -1.89436 0.22
H -2.96083 -1.09911 -1.23387 0.23
H -2.36556 -2.72496 -0.72150 0.22
O -0.63055 0.07495 -3.83746 -0.93
H -0.18204 0.88800 -4.10351 0.47
H 0.01652 -0.32902 -3.26344 0.46
```

Summary:
SMILES   C=C(C)C/C=C/C.O
Charge   0
Highest occupied orbital energy   -0.334 hartree
HOMO-LUMO gap   9.8 eV



# 6
The following is a DFT calculation (the ωB97M-V functional and the def2-TZVPD basis) of a 2-piece molecular cluster, C7H14O overall in a non-equilibrium geometry.

```
22
Properties=species:S:1:pos:R:3:nbo_charge:R:1
C 0.48568 0.79948 -1.16084 -0.57
C -0.02426 0.78781 0.23420 -0.14
C -0.79011 2.07278 0.59172 -0.59
C 1.06836 0.51534 1.26335 -0.61
C -1.18805 -0.37135 0.30970 0.39
O -2.09489 -0.32723 -0.52174 -0.61
H 0.69337 -0.35059 -1.42767 0.21
H -0.26949 1.08064 -1.89250 0.23
H 1.41398 1.34968 -1.30710 0.21
H -0.10359 2.92226 0.61482 0.21
H -1.25472 1.97602 1.57428 0.21
H -1.57299 2.26930 -0.13986 0.23
H 1.74541 1.37047 1.33324 0.21
H 1.67408 -0.35026 0.98789 0.21
H 0.63630 0.33827 2.25024 0.21
H -1.43359 -0.53402 1.38383 0.12
C -0.18412 -2.16772 -0.05525 -0.47
C 0.46398 -2.01355 -1.27222 -0.33
H 0.43035 -2.33084 0.82277 0.21
H -1.11753 -2.71452 -0.04954 0.24
H 1.52865 -2.19283 -1.35641 0.22
H -0.10683 -2.12913 -2.18293 0.22
```

Summary:
SMILES   CC(C)(C)C=O.C=C
Charge   0
Highest occupied orbital energy   -0.321 hartree
HOMO-LUMO gap   8.5 eV



| no. | total energy (eV) |
| --- | --- |
| 1 | -11012.890 |
| 2 | -17154.613 |
| 3 | -20311.545 |
| 4 | -19800.800 |
| 5 | -9531.529 |
| 6 | -9530.391 |